# 1
Formula: C14H12BF16NO7
Source: OMol25
Level of theory: ωB97M-V with the def2-TZVPD basis set

Total charge ... 0
HOMO ... -10.75 eV
SMILES ... FC(F)C(F)(F)COC(F)(F)C(F)F.FC(F)C(F)(F)COC(F)(F)C(F)F.NB(O)C1=C(O)C(=O)OC1=O

CARTESIAN COORDINATES (ANGSTROEM)
F -0.034 -1.705 2.519
C 1.254 -2.029 2.298
F 1.865 -2.106 3.505
C 1.978 -0.985 1.443
F 2.051 0.191 2.102
F 3.255 -1.442 1.310
C 1.463 -0.737 0.011
O 0.625 0.391 -0.226
C -0.743 0.344 -0.059
F -1.180 -0.914 0.136
F -1.291 0.769 -1.219
C -1.219 1.302 1.035
F -0.649 1.009 2.223
F -2.561 1.184 1.183
H 1.300 -3.014 1.824
H 2.357 -0.509 -0.567
H 1.054 -1.643 -0.437
H -0.976 2.334 0.770
F -2.307 8.458 0.105
C -1.357 8.938 0.928
F -1.123 10.223 0.572
C -0.049 8.149 0.824
F 0.487 8.292 -0.406
F 0.807 8.744 1.701
C -0.071 6.654 1.200
O -0.146 5.687 0.155
C -1.342 5.261 -0.376
F -2.387 5.695 0.345
F -1.345 3.904 -0.280
C -1.473 5.603 -1.863
F -1.385 6.929 -2.062
F -2.681 5.189 -2.305
H -1.734 8.928 1.954
H 0.907 6.469 1.640
H -0.791 6.447 1.991
H -0.687 5.106 -2.435
N -1.015 -9.653 -1.061
B 0.364 -9.207 -1.149
O 1.378 -10.134 -1.389
C 0.796 -7.703 -0.952
C 0.563 -6.745 -1.832
O -0.052 -6.797 -3.018
C 1.157 -5.457 -1.312
O 1.415 -4.482 -1.955
O 1.381 -5.654 0.015
C 1.550 -7.052 0.153
O 2.229 -7.532 1.012
H -1.431 -9.688 -1.988
H -0.962 -10.633 -0.794
H 1.650 -10.044 -2.308
H -0.891 -6.330 -2.962

***

# 2
Formula: C21H37N3O5S
Source: OMol25
Level of theory: ωB97M-V with the def2-TZVPD basis set

Total charge ... 0
HOMO ... -9.06 eV
SMILES ... O=C(NC1CCCCCCC1)C1CCN(S(=O)(=O)N2CCC3(CC2)OCCO3)CC1

CARTESIAN COORDINATES (ANGSTROEM)
O -1.588 4.945 0.190
C -1.393 3.746 0.181
N -0.251 3.168 -0.223
C 0.903 3.889 -0.718
C 2.081 3.630 0.234
C 3.458 4.059 -0.286
C 4.330 2.912 -0.800
C 3.885 2.226 -2.094
C 2.594 1.404 -1.978
C 1.346 2.081 -2.553
C 1.134 3.552 -2.196
C -2.457 2.729 0.622
C -2.854 1.888 -0.603
C -3.610 0.624 -0.208
N -2.843 -0.144 0.758
S -1.449 -0.801 0.124
O -1.782 -1.367 -1.148
O -0.321 0.094 0.147
N -1.182 -1.967 1.290
C 0.172 -2.499 1.282
C 0.273 -3.734 0.396
C -0.575 -4.878 0.998
C -1.749 -4.311 1.807
C -2.231 -2.982 1.246
O -1.060 -5.742 -0.005
C -0.051 -6.695 -0.251
C 0.739 -6.753 1.074
O 0.210 -5.697 1.849
C -2.658 0.581 1.999
C -1.919 1.906 1.806
H -0.158 2.161 -0.190
H 0.640 4.953 -0.665
H 2.102 2.571 0.494
H 1.859 4.173 1.156
H 3.348 4.820 -1.059
H 4.006 4.526 0.537
H 5.335 3.311 -0.967
H 4.410 2.156 -0.015
H 4.697 1.556 -2.389
H 3.785 2.966 -2.889
H 2.720 0.466 -2.523
H 2.420 1.130 -0.938
H 0.476 1.494 -2.249
H 1.402 2.029 -3.644
H 1.975 4.142 -2.560
H 0.249 3.895 -2.738
H -3.335 3.292 0.953
H -1.967 1.572 -1.154
H -3.465 2.498 -1.270
H -4.576 0.858 0.247
H -3.764 -0.018 -1.075
H 0.458 -2.748 2.309
H 0.818 -1.700 0.919
H 1.312 -4.053 0.311
H -0.112 -3.498 -0.598
H -1.418 -4.197 2.838
H -2.562 -5.036 1.777
H -3.074 -2.605 1.828
H -2.559 -3.119 0.209
H -0.536 -7.638 -0.504
H 0.589 -6.377 -1.083
H 1.814 -6.612 0.912
H 0.577 -7.685 1.620
H -3.654 0.746 2.422
H -2.092 -0.072 2.665
H -0.866 1.678 1.656
H -2.004 2.501 2.717

***

# 3
Formula: C57H55BiIN2O3P2S
Source: OMol25
Level of theory: ωB97M-V with the def2-TZVPD basis set

Total charge ... +1
HOMO ... -9.96 eV

CARTESIAN COORDINATES (ANGSTROEM)
Bi 2.496 1.211 0.089
O 1.811 0.188 -2.121
S 0.372 -0.043 -1.774
C -0.597 1.152 -2.667
C 0.017 1.750 -3.730
C -0.619 2.655 -4.657
C -1.927 2.869 -4.451
C -2.900 3.847 -5.138
C -4.278 3.443 -4.543
C -3.919 2.730 -3.282
C -4.650 2.427 -2.194
C -4.049 1.666 -1.136
C -2.741 1.319 -1.118
P -2.025 0.562 0.408
C -3.052 -1.005 0.502
C -2.456 -2.195 0.036
C -3.244 -3.296 -0.211
C -4.592 -3.225 0.131
C -5.177 -2.077 0.588
C -4.387 -0.964 0.815
C -2.837 1.629 1.728
C -2.683 1.107 3.038
C -3.171 1.766 4.166
C -3.718 3.037 3.966
C -3.777 3.635 2.728
C -3.344 2.923 1.623
C -1.941 1.546 -2.318
C -2.585 2.321 -3.340
C -0.187 -1.509 -2.577
C -1.183 -1.511 -3.539
C -1.483 -2.638 -4.354
C -0.630 -3.696 -4.303
C -0.631 -5.046 -5.028
C 0.719 -5.660 -4.584
C 1.219 -4.854 -3.394
C 2.077 -5.123 -2.393
C 2.300 -4.208 -1.331
C 1.615 -2.975 -1.350
P 1.502 -2.070 0.245
C 3.258 -2.346 0.844
C 4.194 -1.812 -0.015
C 5.550 -1.830 0.372
C 5.908 -2.383 1.624
C 4.924 -2.914 2.482
C 3.584 -2.933 2.043
C 0.529 -3.159 1.338
C 0.299 -4.465 1.043
C -0.456 -5.295 1.889
C -0.963 -4.788 3.033
C -0.745 -3.458 3.307
C -0.026 -2.635 2.491
C 0.679 -2.705 -2.375
C 0.485 -3.640 -3.422
H 1.079 1.483 -3.867
H -0.037 3.067 -5.498
H -2.601 4.885 -4.893
H -2.919 3.669 -6.224
H -4.950 4.265 -4.328
H -4.814 2.798 -5.230
H -5.687 2.599 -2.112
H -4.646 1.630 -0.242
H -1.380 -2.257 -0.081
H -2.817 -4.236 -0.546
H -5.261 -4.065 -0.072
H -6.226 -2.038 0.996
H -4.799 -0.081 1.252
H -2.044 0.234 3.137
H -3.190 1.351 5.165
H -4.146 3.542 4.826
H -4.184 4.596 2.537
H -3.444 3.346 0.637
H -1.758 -0.618 -3.694
H -2.471 -2.619 -4.889
H -1.493 -5.554 -4.643
H -0.760 -4.979 -6.081
H 0.673 -6.742 -4.343
H 1.366 -5.725 -5.464
H 2.508 -6.150 -2.386
H 3.037 -4.425 -0.568
H 3.987 -1.361 -0.966
H 6.338 -1.520 -0.294
H 7.025 -2.427 1.943
H 5.132 -3.374 3.387
H 2.765 -3.191 2.755
H 0.612 -4.840 0.057
H -0.520 -6.330 1.603
H -1.522 -5.486 3.695
H -1.157 -3.023 4.209
H 0.160 -1.588 2.728
O 0.852 -1.278 5.409
H 0.835 -2.101 5.928
H 1.027 -0.633 6.078
I 5.040 2.146 -0.700
C -0.143 4.634 -0.328
C 1.288 4.181 -0.421
C 2.096 4.655 0.808
C 1.940 4.542 -1.777
O 1.271 2.744 -0.352
H -0.312 5.717 -0.611
H -0.643 4.420 0.629
H -0.712 4.051 -1.121
H 2.344 5.691 0.772
H 3.092 4.087 0.716
H 1.611 4.344 1.737
H 1.701 5.653 -1.901
H 1.379 3.917 -2.450
H 3.009 4.335 -1.815
C 5.470 3.190 4.861
C 4.285 2.761 4.083
C 2.999 2.557 4.473
C 2.322 2.089 3.351
N 3.190 1.992 2.351
N 4.356 2.451 2.774
C 0.895 1.701 3.319
H 5.247 4.065 5.444
H 6.199 3.490 4.165
H 5.871 2.399 5.496
H 2.540 2.469 5.428
H 5.055 2.716 2.134
H 0.632 1.019 2.531
H 0.259 2.584 3.111
H 0.586 1.252 4.185